No. 1
Formula: C11H10Br
Source: the OMol25 dataset
Level of theory: ωB97M-V with the def2-TZVPD basis set

Its total charge is 0. The total energy is -81609.400 eV. The calculation puts the HOMO energy (spin up / spin down) at -7.37 / -8.40 eV. The expectation value of S² is 0.826. As for the energy above the lowest of the compared OMol25 structures with the same formula, charge and spin: 20.4 kcal/mol. The HOMO-LUMO gap (spin up / spin down) is 7.98 / 7.39 eV. Its spin multiplicity is 2.

Element x y z (Å)
Br -2.90 -1.66 -5.16
H -2.97 -0.39 -4.63
C -3.14 0.02 0.35
C -1.80 0.26 0.26
C -0.89 -0.71 0.77
C 0.48 -0.47 0.84
C 1.00 0.69 0.21
C 2.35 0.98 0.32
C 3.20 0.31 1.20
C 2.69 -0.91 1.72
C 1.44 -1.33 1.42
C 0.11 1.49 -0.53
C -1.24 1.32 -0.58
H -3.78 0.36 -0.49
H -3.51 -1.02 0.58
H -1.19 -1.74 0.82
H 2.73 1.79 -0.24
H 4.16 0.73 1.47
H 3.36 -1.42 2.41
H 1.10 -2.30 1.72
H 0.64 2.16 -1.14
H -1.83 1.86 -1.31

natural (NBO) population analysis, charges in e, atoms 1 to 6: -0.19, 0.19, -0.33, -0.11, -0.13, -0.07

=====

No. 2
Formula: C3H5NO2
Source: the OMol25 dataset
Level of theory: ωB97M-V with the def2-TZVPD basis set

Its total charge is 0. The SMILES is CNC(=O)C=O. The total energy is -8775.259 eV. The calculation puts the HOMO energy at -9.93 eV. As for the energy above the lowest of the compared OMol25 structures with the same formula, charge and spin: 56.2 kcal/mol. The HOMO-LUMO gap is 10.37 eV. Its spin multiplicity is 1.

Element x y z (Å)
C 1.20 -0.62 -1.17
N 0.49 -0.47 0.21
C -0.57 0.46 0.29
O -0.86 1.26 -0.58
C -1.60 0.45 1.47
O -2.47 -0.38 1.58
H 0.55 -0.19 -1.92
H 2.20 -0.13 -1.29
H 1.37 -1.69 -1.29
H 1.38 -0.14 0.51
H -1.60 1.37 2.09

natural (NBO) population analysis, charges in e, atoms 1 to 6: -0.44, -0.68, 0.60, -0.53, 0.36, -0.47

=====

No. 3
Formula: C28H33B3F9O33P
Source: the OMol25 dataset
Level of theory: ωB97M-V with the def2-TZVPD basis set

Its total charge is 0. The total energy is -132924.595 eV. The calculation puts the HOMO energy at -11.03 eV. As for the energy above the lowest of the compared OMol25 structures with the same formula, charge and spin: 29.9 kcal/mol. The HOMO-LUMO gap is 11.14 eV. Its spin multiplicity is 1.

Element x y z (Å)
O -1.48 2.35 1.90
P -0.91 1.49 0.86
O -0.71 2.38 -0.46
O -1.91 0.36 0.41
C 0.68 0.82 1.28
B 0.94 0.93 2.81
O 0.20 0.18 3.70
B -0.39 1.10 4.55
O 0.50 1.84 5.32
B 1.33 2.49 4.43
O 1.88 1.78 3.37
H -0.69 3.29 -0.11
H -1.41 -0.46 0.24
H 1.41 1.39 0.72
H 0.76 -0.22 0.94
H -1.56 1.30 4.56
H 1.57 3.64 4.62
C -3.12 1.54 -2.93
C -2.20 1.43 -4.12
O -2.98 0.68 -5.04
C -4.29 0.95 -4.77
O -5.19 0.70 -5.49
O -4.41 1.54 -3.56
F -1.07 0.74 -3.82
H -3.04 0.67 -2.27
H -2.97 2.44 -2.35
H -1.93 2.39 -4.56
C -0.72 -4.58 1.77
C -1.37 -3.41 2.46
O -0.61 -2.31 1.97
C -0.15 -2.66 0.75
O 0.30 -1.88 -0.04
O -0.27 -3.98 0.54
F -1.24 -3.47 3.80
H 0.14 -4.95 2.33
H -1.40 -5.40 1.59
H -2.42 -3.26 2.21
C 4.71 0.32 4.39
C 5.90 0.80 5.18
O 6.85 -0.23 4.97
C 6.57 -0.78 3.75
O 7.30 -1.48 3.15
O 5.34 -0.40 3.33
F 5.61 0.88 6.51
H 4.08 -0.35 4.98
H 4.10 1.13 4.01
H 6.32 1.76 4.85
C 3.85 -0.42 9.34
C 2.61 -0.01 8.57
O 1.83 -1.19 8.60
C 2.16 -1.86 9.75
O 1.53 -2.74 10.22
O 3.31 -1.37 10.27
F 2.89 0.29 7.28
H 4.58 -0.90 8.70
H 4.32 0.41 9.86
H 2.05 0.81 9.01
C -3.44 -0.14 7.45
C -4.95 -0.22 7.42
O -5.21 -0.49 6.06
C -4.13 -1.16 5.57
O -4.13 -1.78 4.56
O -3.07 -1.05 6.41
F -5.52 0.96 7.76
H -3.08 0.86 7.20
H -3.01 -0.44 8.40
H -5.37 -1.01 8.04
C -0.58 -0.08 -7.23
C -0.25 0.24 -8.67
O -0.26 1.66 -8.67
C 0.09 2.06 -7.41
O 0.44 3.15 -7.13
O 0.00 1.03 -6.54
F -1.20 -0.21 -9.53
H -1.66 -0.10 -7.05
H -0.15 -1.02 -6.89
H 0.73 -0.12 -9.00
C -2.09 -4.81 7.28
C -3.59 -5.01 7.31
O -3.90 -5.13 5.93
C -2.80 -5.65 5.31
O -2.80 -6.11 4.22
O -1.72 -5.56 6.12
F -4.22 -3.91 7.80
H -1.82 -3.77 7.13
H -1.59 -5.19 8.17
H -3.93 -5.90 7.84
C 3.69 2.98 -9.06
C 5.09 2.60 -8.64
O 4.88 1.36 -7.98
C 3.78 0.79 -8.54
O 3.46 -0.35 -8.41
O 3.08 1.69 -9.27
F 5.61 3.48 -7.76
H 3.15 3.51 -8.27
H 3.66 3.57 -9.97
H 5.79 2.46 -9.47
C -2.29 2.33 -12.67
C -0.83 2.51 -12.30
O -0.62 3.89 -12.58
C -1.82 4.52 -12.41
O -1.95 5.69 -12.30
O -2.83 3.62 -12.37
F -0.01 1.77 -13.09
H -2.41 2.12 -13.74
H -2.78 1.55 -12.10
H -0.60 2.31 -11.26

Mulliken population analysis, charges in e, atoms 1 to 6: -0.74, 1.07, -0.52, -0.53, -0.28, -0.24

=====

No. 4
Formula: C36H46ClF6Ge2IN4O5PTl
Source: the OMol25 dataset
Level of theory: ωB97M-V with the def2-TZVPD basis set

Its total charge is +1. The total energy is -218216.539 eV. The calculation puts the HOMO energy (spin up / spin down) at -10.68 / -10.70 eV. The expectation value of S² is 0.786. As for the energy above the lowest of the compared OMol25 structures with the same formula, charge and spin: 14.5 kcal/mol. The HOMO-LUMO gap (spin up / spin down) is 7.74 / 5.80 eV. Its spin multiplicity is 2.

Element x y z (Å)
Tl 0.14 -1.56 -0.10
C -4.26 4.71 0.46
C -3.58 3.53 -0.27
Ge -2.35 2.64 0.93
C -3.02 1.20 2.00
C -3.47 1.72 3.37
C -1.37 3.88 2.02
C -0.05 3.95 2.00
Ge 0.93 2.70 0.89
C 1.28 1.22 2.08
C 2.58 1.43 2.89
C 2.22 3.23 -0.43
C 3.64 2.75 -0.07
C 0.79 4.71 2.98
C 2.06 5.16 2.61
C 2.88 5.83 3.51
C 2.43 6.05 4.81
C 1.17 5.60 5.19
C 0.36 4.94 4.28
H -4.91 5.25 -0.23
H -3.52 5.42 0.84
H -4.87 4.37 1.30
H -3.02 3.89 -1.13
H -4.31 2.81 -0.62
H -2.25 0.43 2.09
H -3.85 0.76 1.44
H -2.64 2.16 3.93
H -3.87 0.90 3.97
H -4.25 2.48 3.29
H -1.94 4.47 2.75
H 1.34 0.29 1.51
H 0.42 1.17 2.75
H 3.46 1.35 2.26
H 2.65 0.67 3.66
H 2.60 2.40 3.39
H 2.18 4.31 -0.52
H 1.90 2.78 -1.37
H 3.98 3.13 0.90
H 4.34 3.09 -0.83
H 3.69 1.66 -0.05
H 2.41 5.02 1.59
H 3.86 6.17 3.21
H 3.07 6.56 5.52
H 0.82 5.76 6.21
H -0.61 4.58 4.60
Cl -3.19 -7.70 -3.08
C -2.64 -6.50 -2.01
C -2.89 -6.66 -0.66
C -2.48 -5.70 0.24
I -2.85 -5.94 2.25
C -1.76 -4.50 -0.19
O -1.38 -3.65 0.61
C -1.47 -4.38 -1.64
N -0.76 -3.31 -2.04
C -0.49 -3.18 -3.33
C -0.90 -4.10 -4.29
C -1.62 -5.20 -3.90
C -1.92 -5.36 -2.53
H -3.42 -7.54 -0.32
H 0.09 -2.31 -3.62
H -0.64 -3.94 -5.33
H -1.96 -5.93 -4.61
O -2.25 0.11 -0.66
C -2.18 0.42 -1.83
C -1.61 1.68 -2.33
C -1.74 1.94 -3.68
C -1.21 3.09 -4.21
C -0.57 4.02 -3.41
C -0.44 3.76 -2.06
C -0.92 2.58 -1.51
O -0.76 2.35 -0.15
N -1.34 3.35 -5.66
O -1.89 2.50 -6.34
O -0.89 4.40 -6.08
H -2.48 -0.30 -2.62
H -2.25 1.24 -4.33
H -0.20 4.93 -3.86
H 0.01 4.50 -1.41
C 3.68 -5.95 0.71
C 2.16 -5.87 0.88
C 1.54 -7.24 0.64
C 1.80 -5.37 2.29
N 1.59 -5.00 -0.16
N 2.05 -3.64 -0.14
H 4.07 -6.77 1.31
H 4.18 -5.04 1.05
H 3.93 -6.13 -0.33
H 1.94 -7.97 1.35
H 1.76 -7.58 -0.37
H 0.45 -7.20 0.77
H 2.22 -6.03 3.05
H 0.72 -5.34 2.41
H 2.20 -4.36 2.46
H 0.59 -4.98 -0.09
H 2.39 -3.40 -1.07
H 2.83 -3.54 0.49
F 0.15 -0.29 -2.69
P 1.72 0.17 -2.94
F 1.71 -0.59 -4.33
F 1.66 0.91 -1.47
F 3.24 0.61 -3.10
F 1.20 1.53 -3.61
F 2.17 -1.21 -2.17

Mulliken population analysis, charges in e, atoms 1 to 6: 1.12, -1.36, -0.30, 0.43, -0.44, -1.38

=====

No. 5
Formula: C22H39BrN2O5RuS3Si
Source: the OMol25 dataset
Level of theory: ωB97M-V with the def2-TZVPD basis set

Its total charge is -1. The total energy is -149677.698 eV. The calculation puts the HOMO energy (spin up / spin down) at -4.27 / -4.74 eV. The expectation value of S² is 8.765. As for the energy above the lowest of the compared OMol25 structures with the same formula, charge and spin: 27.3 kcal/mol. The HOMO-LUMO gap (spin up / spin down) is 6.46 / 6.07 eV. Its spin multiplicity is 6.

Element x y z (Å)
Ru -2.64 0.15 1.09
S -3.99 -3.42 4.02
C -3.62 -2.10 3.07
S -2.98 -0.67 3.71
S -3.88 -2.14 1.37
O -2.17 2.49 0.24
C -3.09 2.85 0.99
O -3.64 2.13 1.84
H -3.45 3.90 0.90
C 2.50 -2.30 -0.54
C 2.70 -1.96 0.94
C 1.80 -2.92 1.73
C 4.17 -2.25 1.28
Si 2.24 -0.09 1.33
Br -0.16 -0.09 1.59
C 2.80 0.50 3.13
C 1.98 1.70 3.62
C 4.28 0.89 3.14
C 2.57 -0.62 4.14
C 2.60 1.19 -0.10
C 2.38 2.62 0.37
C 4.05 1.07 -0.59
C 1.66 0.96 -1.29
H 2.71 -3.35 -0.70
H 3.17 -1.73 -1.18
H 1.47 -2.11 -0.84
H 2.07 -3.95 1.49
H 0.76 -2.77 1.44
H 1.88 -2.78 2.80
H 4.42 -3.27 0.97
H 4.36 -2.17 2.35
H 4.83 -1.57 0.76
H 2.07 2.56 2.98
H 2.32 1.98 4.62
H 0.93 1.43 3.69
H 4.47 1.76 2.52
H 4.91 0.08 2.78
H 4.59 1.12 4.16
H 1.53 -0.93 4.12
H 2.80 -0.26 5.15
H 3.21 -1.48 3.94
H 3.10 2.90 1.14
H 1.37 2.75 0.76
H 2.50 3.31 -0.47
H 4.75 1.23 0.22
H 4.24 1.82 -1.36
H 4.24 0.10 -1.03
H 0.63 1.13 -1.00
H 1.72 -0.05 -1.68
H 1.90 1.65 -2.09
C -3.01 2.62 -3.00
C -4.17 1.68 -3.31
C -3.79 0.21 -3.07
C -5.01 -0.71 -3.35
C -4.73 -2.16 -2.99
C -2.69 -0.19 -4.02
O -2.75 -0.01 -5.22
N -1.61 -0.79 -3.45
C -1.37 -0.99 -2.07
O -0.34 -1.55 -1.76
N -2.28 -0.52 -1.22
C -3.43 0.05 -1.60
O -4.22 0.45 -0.74
H -3.30 3.65 -3.18
H -2.15 2.39 -3.62
H -2.72 2.53 -1.95
H -4.46 1.78 -4.36
H -5.02 1.93 -2.68
H -5.25 -0.62 -4.42
H -5.86 -0.34 -2.77
H -3.87 -2.54 -3.53
H -5.60 -2.78 -3.23
H -4.54 -2.26 -1.92
H -0.87 -1.11 -4.07

Mulliken population analysis, charges in e, atoms 1 to 6: -0.05, -0.33, 0.06, -0.24, -0.25, -0.34

=====

No. 6
Formula: C20H41KLiO15P2SSiV
Source: the OMol25 dataset
Level of theory: ωB97M-V with the def2-TZVPD basis set

Its total charge is 0. The total energy is -131608.557 eV. The calculation puts the HOMO energy at -5.63 eV. The HOMO-LUMO gap is 1.46 eV. Its spin multiplicity is 1.

Element x y z (Å)
C -0.86 -3.55 6.01
C -1.18 -3.60 4.47
O -1.78 -2.64 4.01
O -0.87 -4.68 3.61
C 0.35 -4.44 2.87
C 0.25 -4.88 1.34
C 1.63 -4.54 0.57
C 1.41 -4.24 -0.99
C 1.79 -2.76 -1.43
C 0.51 -1.79 -1.53
P -0.53 -2.51 -2.95
C -2.26 -2.77 -2.20
O -0.81 -1.44 -4.23
O -0.25 -2.25 -0.35
S -0.85 -0.96 0.55
O -2.25 -1.19 0.92
O 0.00 -1.05 1.76
O -0.50 0.18 -0.59
C 0.71 -0.23 -1.33
C 1.92 0.25 -0.37
C 1.59 1.53 0.50
O 1.05 2.65 -0.22
Si -0.16 3.50 0.63
C -1.40 2.44 1.63
C 0.61 4.89 1.70
C -1.20 4.40 -0.71
P 1.06 0.88 -2.87
C 2.01 -0.13 -4.17
O -0.46 1.39 -3.50
H -0.94 -4.55 6.54
H -1.59 -2.87 6.56
H 0.17 -3.13 6.24
H 1.19 -5.06 3.35
H 0.56 -3.32 2.93
H -0.65 -4.38 0.87
H 0.04 -6.00 1.32
H 2.07 -3.67 1.14
H 2.27 -5.47 0.71
H 0.35 -4.56 -1.23
H 2.09 -4.95 -1.56
H 2.36 -2.78 -2.41
H 2.54 -2.38 -0.66
H -2.95 -2.81 -3.11
H -2.60 -1.90 -1.57
H -2.35 -3.78 -1.69
H -1.67 -0.98 -4.14
H 2.31 -0.55 0.31
H 2.77 0.54 -1.08
H 2.59 1.88 0.92
H 0.99 1.18 1.40
H -2.23 3.07 2.07
H -1.84 1.58 1.03
H -0.81 1.94 2.48
H 1.09 4.39 2.60
H 1.34 5.53 1.13
H -0.22 5.55 2.09
H -2.04 4.97 -0.18
H -1.73 3.60 -1.34
H -0.58 5.07 -1.37
H 1.96 -1.24 -4.01
H 1.55 0.16 -5.18
H 3.08 0.27 -4.22
H -0.33 2.11 -4.14
C -3.06 7.28 -4.33
C -1.63 7.08 -3.79
C -0.82 6.25 -4.81
O -1.71 6.38 -2.65
H -3.58 6.33 -4.49
H -3.66 7.88 -3.65
H -3.03 7.81 -5.29
H -1.16 8.08 -3.78
H -1.27 5.26 -4.99
H 0.21 6.09 -4.47
H -0.78 6.76 -5.78
O -0.98 -6.13 4.65
V -0.58 -7.48 5.65
O -0.18 -8.85 6.67
C 4.04 1.06 3.11
O 4.11 0.14 2.29
O 4.82 1.23 4.07
O 3.16 1.96 3.10
Li -3.49 3.12 3.45
K 1.29 -10.13 6.12

Mulliken population analysis, charges in e, atoms 1 to 6: -0.86, 0.73, -0.51, -0.02, -0.35, -0.14